Entry from OMol25: C49H68HfO14P2S as an isolated structure (ωB97M-V/def2-TZVPD).

```
135
Properties=species:S:1:pos:R:3:forces:R:3:mulliken_charge:R:1
Hf 0.20481 0.21792 -0.10152 -0.040 -1.864 -0.191 1.898
C 0.05380 0.33930 3.37815 -0.011 -0.014 -0.061 -1.235
O -0.65201 0.16580 2.13935 -0.150 0.079 -0.070 1.180
C -2.02548 -0.04169 2.34575 0.176 -0.089 0.102 -0.417
C -2.88098 1.04673 2.36837 -0.014 0.131 -0.017 0.175
C -2.38507 2.44125 2.08826 0.048 -0.059 -0.114 -1.384
C -2.61292 2.91529 0.66822 -0.021 0.008 0.274 0.663
C -3.15484 4.17763 0.48269 -0.072 -0.021 0.033 -0.507
C -3.31007 4.75441 -0.77214 0.089 -0.005 0.000 -0.115
C -2.90181 3.98609 -1.85138 -0.095 -0.026 -0.032 -0.077
C -2.35296 2.71194 -1.70870 0.087 0.083 -0.188 -0.011
C -1.83485 2.03864 -2.96070 -0.028 -0.060 0.129 -1.468
C -2.26617 0.60904 -3.15310 -0.055 0.163 -0.092 -0.375
C -3.53104 0.33418 -3.66328 -0.110 -0.016 0.029 -0.364
C -3.95906 -0.96362 -3.91786 0.008 0.037 -0.007 -0.216
C -3.07949 -1.99805 -3.61505 -0.062 -0.070 0.042 -0.615
C -1.81970 -1.76612 -3.08743 0.074 -0.147 0.078 0.603
C -0.96459 -2.92470 -2.62849 -0.135 0.066 0.151 -0.994
C -1.53630 -3.43200 -1.32493 0.007 -0.063 -0.248 0.011
C -2.38491 -4.52591 -1.30877 0.034 -0.078 0.007 -0.665
C -2.99878 -4.97988 -0.14182 0.032 0.054 -0.031 -0.601
C -2.66779 -4.31469 1.03051 0.065 -0.053 0.033 -0.339
C -1.81321 -3.21343 1.05012 -0.101 -0.054 0.204 -0.140
C -1.52880 -2.50924 2.35792 -0.100 0.064 -0.148 -0.930
C -2.46748 -1.33452 2.53059 0.037 -0.152 0.015 0.016
C -3.82159 -1.53375 2.79115 -0.022 -0.064 -0.037 -0.325
C -4.71737 -0.47719 2.84865 -0.015 0.058 0.015 0.024
C -4.21978 0.80756 2.61908 -0.117 -0.008 -0.032 -0.378
C -6.20733 -0.67115 3.12846 -0.007 -0.007 -0.030 2.140
C -6.54995 -2.12834 3.44141 0.005 -0.018 -0.017 -2.080
C -7.00762 -0.23911 1.89093 -0.018 0.008 -0.013 -1.691
C -6.62333 0.18835 4.33070 0.001 0.003 0.013 -1.790
C -1.28926 -2.72286 -0.14546 0.219 -0.013 0.066 0.104
O -0.52711 -1.62582 -0.16738 -0.508 -0.120 -0.143 1.299
C -3.99505 -6.13634 -0.20031 0.022 0.001 -0.019 2.211
C -4.62685 -6.41795 1.16317 0.000 0.011 0.018 -1.973
C -3.28805 -7.40907 -0.68440 0.005 -0.031 -0.003 -1.826
C -5.12054 -5.77753 -1.18407 0.002 0.020 -0.005 -1.616
C -1.43080 -0.45401 -2.87731 0.244 -0.080 -0.135 0.037
O -0.10244 -0.20314 -2.46069 -0.296 0.199 0.019 0.470
C 0.75407 -0.14249 -3.61497 -0.045 0.097 0.046 -1.189
C -5.33409 -1.29088 -4.49936 -0.002 -0.011 0.062 2.237
C -5.16335 -2.13599 -5.76975 -0.006 0.009 -0.026 -1.748
C -6.12249 -0.03184 -4.86095 0.002 0.007 -0.010 -2.186
C -6.13777 -2.08853 -3.46078 0.003 -0.010 0.026 -1.516
C -2.19024 2.16668 -0.43527 -0.154 -0.310 -0.038 -0.486
O -1.62247 0.93735 -0.25570 -0.454 1.079 -0.155 -0.264
C -3.82403 6.18745 -0.90431 -0.002 -0.034 0.022 2.097
C -2.80158 7.14031 -0.26467 -0.003 -0.016 -0.004 -1.625
C -5.17160 6.33371 -0.18457 -0.018 -0.025 0.001 -1.662
C -4.01350 6.59647 -2.36501 -0.001 0.002 -0.016 -2.114
H -0.22888 -0.46049 4.06227 0.005 -0.025 0.025 0.387
H 1.11429 0.29542 3.16552 0.012 0.006 -0.034 0.014
H -0.20552 1.30469 3.81243 -0.019 0.029 0.032 0.307
H -2.89262 3.13696 2.75748 0.012 0.002 0.030 0.521
H -1.31745 2.51797 2.30410 -0.001 -0.011 0.005 0.269
H -3.44290 4.73238 1.37010 0.022 0.000 -0.020 0.405
H -2.99651 4.37487 -2.85913 0.028 -0.015 0.045 0.494
H -2.19894 2.61537 -3.81152 0.035 0.009 -0.051 0.596
H -0.74674 2.10780 -2.96880 0.007 -0.011 0.038 0.310
H -4.18164 1.17806 -3.86171 0.032 -0.033 -0.022 0.668
H -3.38262 -3.02985 -3.76511 0.002 0.043 0.008 0.367
H -0.98008 -3.72952 -3.36378 0.000 0.028 -0.060 0.943
H 0.06329 -2.60144 -2.47924 0.045 -0.063 0.005 -0.489
H -2.56577 -5.04019 -2.24906 -0.017 0.033 0.040 0.487
H -3.06721 -4.65501 1.97996 -0.009 0.039 -0.046 0.551
H -1.65744 -3.21958 3.17638 -0.037 0.023 0.047 0.921
H -0.50151 -2.14933 2.36474 0.046 -0.055 0.012 -0.268
H -4.16531 -2.55267 2.92439 0.014 0.047 0.009 0.525
H -4.89391 1.65882 2.61792 0.023 -0.031 0.020 0.585
H -6.34290 -2.78272 2.59033 -0.004 0.024 0.041 0.360
H -5.99152 -2.49660 4.30594 -0.030 0.013 -0.028 0.392
H -7.61495 -2.20826 3.67058 0.027 -0.009 -0.013 0.439
H -6.75242 -0.86323 1.03083 -0.001 0.027 0.026 0.366
H -8.08048 -0.33513 2.08122 0.037 -0.002 -0.010 0.458
H -6.80142 0.79953 1.62425 -0.015 -0.039 0.013 0.313
H -6.03773 -0.07491 5.21473 -0.022 0.007 -0.018 0.367
H -6.48077 1.25248 4.13532 0.004 -0.031 0.011 0.318
H -7.68065 0.02798 4.55857 0.037 0.014 -0.013 0.476
H -3.88439 -6.75468 1.89115 -0.023 0.027 -0.021 0.373
H -5.12574 -5.53099 1.56325 0.006 -0.044 -0.015 0.264
H -5.37559 -7.20667 1.06169 0.025 0.007 0.013 0.436
H -2.47898 -7.68278 -0.00312 -0.026 0.002 -0.020 0.371
H -3.99399 -8.24324 -0.73454 0.024 0.027 -0.003 0.467
H -2.85796 -7.27080 -1.67876 -0.013 -0.005 0.041 0.315
H -5.58504 -4.82765 -0.90737 -0.005 -0.040 0.001 0.316
H -4.74291 -5.68163 -2.20501 -0.018 0.009 0.049 0.313
H -5.89052 -6.55415 -1.18208 0.033 0.017 -0.016 0.518
H 0.40459 0.64702 -4.27983 -0.005 0.025 -0.040 0.351
H 1.76123 0.05940 -3.28398 0.032 0.034 0.046 0.058
H 0.71973 -1.09878 -4.13459 0.006 -0.048 -0.030 0.287
H -4.52884 -1.61997 -6.49418 -0.028 -0.015 0.009 0.368
H -4.71027 -3.10513 -5.55312 -0.005 0.037 -0.010 0.294
H -6.13667 -2.31686 -6.23336 0.028 -0.014 0.021 0.476
H -5.59379 0.57356 -5.60150 -0.021 -0.015 0.024 0.429
H -7.08543 -0.31948 -5.28850 0.016 0.016 0.013 0.437
H -6.31984 0.58813 -3.98364 0.011 -0.015 -0.023 0.373
H -5.62159 -3.00926 -3.17796 -0.032 0.041 -0.016 0.209
H -6.28614 -1.49724 -2.55341 0.003 -0.027 -0.035 0.336
H -7.11916 -2.35718 -3.86271 0.042 0.014 0.011 0.480
H -2.64289 6.90089 0.78871 -0.012 0.018 -0.033 0.327
H -1.83711 7.06110 -0.77193 -0.028 0.008 0.022 0.330
H -3.14779 8.17599 -0.33468 0.012 -0.041 0.005 0.458
H -5.08481 6.12142 0.88278 -0.003 0.003 -0.043 0.305
H -5.54795 7.35442 -0.29207 0.007 -0.020 0.006 0.456
H -5.91061 5.64755 -0.60540 0.017 0.027 0.011 0.369
H -3.06706 6.59111 -2.91078 -0.033 -0.008 0.014 0.357
H -4.71338 5.93391 -2.88006 0.012 0.024 0.011 0.415
H -4.41508 7.61115 -2.40828 0.005 -0.012 -0.011 0.445
C 4.46572 -0.15384 1.37861 0.023 -0.068 -0.055 -1.663
C 4.11021 -1.13400 0.26725 -0.226 0.153 0.071 1.137
O 5.17609 -2.03667 0.04951 0.053 0.020 -0.035 -0.618
P 2.54858 -2.00744 0.65944 -0.062 -0.393 0.237 0.266
O 2.12076 -2.73180 -0.67356 -0.104 -0.128 0.198 -0.627
O 2.91894 -3.21004 1.62304 0.107 0.253 0.139 -0.597
O 1.52586 -1.09822 1.27462 0.534 -0.362 -0.192 -0.801
P 3.59308 -0.32457 -1.30225 -0.263 0.008 0.236 0.018
O 4.55402 0.92098 -1.56484 -0.016 0.084 0.011 -0.534
O 3.74078 -1.36899 -2.35989 0.010 0.037 -0.049 -0.920
O 2.20803 0.21519 -1.00230 0.620 -0.238 -0.424 0.145
H 4.74088 -0.70223 2.28076 -0.002 0.003 -0.019 0.415
H 3.61932 0.49610 1.60285 0.009 -0.008 -0.024 0.193
H 5.31447 0.45381 1.06483 0.011 -0.031 0.010 0.359
H 5.09513 -2.38114 -0.85231 0.000 -0.001 -0.006 0.452
H 2.61006 -2.44059 -1.47906 0.040 0.023 -0.136 0.612
H 2.15508 -3.55650 2.09858 -0.065 -0.029 0.090 0.411
H 5.20655 0.70229 -2.23919 0.122 0.028 -0.073 0.406
C 2.72309 3.45669 -0.14316 0.177 -0.055 -0.052 -0.948
S 1.13694 2.81836 0.23080 0.084 0.831 0.111 1.490
O 1.31568 1.62219 1.12042 0.061 0.685 0.232 -0.922
O 0.38907 3.87412 0.83545 -0.017 0.057 -0.040 -0.719
O 0.57763 2.24591 -1.01889 0.107 0.424 0.204 -0.674
H 3.06068 4.00828 0.73245 0.031 -0.028 -0.052 0.405
H 2.59077 4.12759 -0.99201 0.030 0.005 0.080 0.355
H 3.40106 2.64722 -0.39983 -0.026 0.020 -0.034 0.099
```
Positions in Å, forces in eV/Å.

As for the LUMO energy: 0.2797 eV. For the highest occupied orbital energy, the calculation gives -7.6 eV. For the gap between HOMO and LUMO, the calculation gives 7.84 eV. As for the total charge: 0. For the energy, the calculation gives -4090.81665 Eh.